Density functional theory data (ωB97M-V with the def2-TZVPD basis set) for C20H27NO in the gas phase.

Computed properties:
- SMILES = COc1ccc(CC[C@H](C)NC[C@H](C)c2ccccc2)cc1
- lowest unoccupied orbital energy (eV) = 0.84
- HOMO level (eV) = -8.239
- electronic energy (Eh) = -908.29376
- total charge = 0
- energy relative to the best compared isomer or geometry (same formula, charge and spin) (eV) = 0.3704
- strongest force on any atom (eV/Å) = 0.42

Geometry as XYZ:
```
49
Properties=species:S:1:pos:R:3:mulliken_charge:R:1
C -2.73019 -3.54675 1.43111 -0.7046
O -2.37117 -2.36392 2.10150 -0.4586
C -2.37308 -1.19206 1.40122 0.6718
C -2.05630 -0.04633 2.13123 -0.8626
C -2.02497 1.18746 1.51609 0.1461
C -2.29817 1.31876 0.15765 -0.3419
C -2.23316 2.65410 -0.52810 -1.3440
C -1.00100 2.81152 -1.43240 -1.0737
C 0.33068 2.77272 -0.67441 0.7857
C 1.42694 3.46001 -1.49258 -1.6834
N 0.71439 1.39168 -0.43215 0.0761
C 1.66407 1.20056 0.64444 -1.4246
C 1.67478 -0.26392 1.09595 1.1936
C 2.84579 -0.52956 2.04493 -1.8840
C 1.72827 -1.20657 -0.07994 0.1184
C 2.68040 -1.06863 -1.08136 -0.1309
C 2.71922 -1.95229 -2.14428 -0.8045
C 1.80878 -2.99228 -2.22172 -0.4497
C 0.86048 -3.14356 -1.22573 -0.6639
C 0.82390 -2.25664 -0.16451 -0.0178
C -2.62136 0.17303 -0.55738 0.0371
C -2.65978 -1.07144 0.04648 -0.3267
H -2.67328 -4.33719 2.17802 0.2400
H -2.03915 -3.77383 0.61256 0.1741
H -3.75105 -3.49220 1.03900 0.3640
H -1.84178 -0.15116 3.18346 0.4371
H -1.77844 2.06357 2.09883 0.3372
H -3.12638 2.78217 -1.14552 0.3851
H -2.22647 3.44932 0.22078 0.4023
H -1.08456 3.76868 -1.95094 0.4143
H -0.98705 2.02026 -2.18371 0.4398
H 0.21322 3.32792 0.27892 0.2420
H 2.36749 3.45469 -0.94924 0.4088
H 1.56593 2.92835 -2.42985 0.3101
H 1.15728 4.49223 -1.70222 0.4690
H -0.11378 0.83899 -0.24098 -0.1905
H 1.43126 1.83729 1.51996 0.4895
H 2.65753 1.49015 0.28783 0.3074
H 0.74016 -0.45303 1.63806 -0.0541
H 2.79904 0.13914 2.90192 0.4574
H 3.79338 -0.37377 1.53452 0.3636
H 2.81350 -1.55616 2.40282 0.4355
H 3.39436 -0.26092 -1.03654 0.3170
H 3.46370 -1.82982 -2.91800 0.3776
H 1.83891 -3.68148 -3.05324 0.3936
H 0.14899 -3.95631 -1.27736 0.3533
H 0.08581 -2.37854 0.61536 0.4373
H -2.84513 0.25032 -1.61158 0.3902
H -2.91203 -1.93454 -0.54890 0.4406
```